1.
The following is a quantum chemistry calculation of one molecule with the formula C3H4N2O3 at a distorted geometry, from the Open Molecules 2025 dataset.

XYZ file:
```
12
Properties=species:S:1:pos:R:3:forces:R:3
H 1.4544 -2.8167 0.4921 0.4 -0.6 0.1
N 0.6383 -2.2802 0.2559 0.2 0.4 0.3
C 0.9844 -1.1344 -0.0985 -0.4 1.0 -1.1
N 2.2080 -0.5270 -0.3608 -0.2 -1.6 0.8
O -0.0406 -0.2251 -0.4618 1.5 -1.4 -0.9
C -0.5368 0.5359 0.4658 -1.3 2.4 -1.1
O -0.5147 0.4558 1.6355 0.5 -0.6 2.2
C -1.2509 1.7147 -0.2206 -0.4 -0.6 0.4
O -2.0265 1.5119 -1.1024 -0.3 0.2 -0.6
H 2.2730 0.3305 -0.8675 -0.4 0.2 -0.2
H 2.9300 -1.2036 -0.5607 0.2 0.3 0.1
H -1.1069 2.7022 0.2203 0.2 0.3 0.2
```
Forces are in eV/Å.

Computed properties:
F_max: 2.955 eV/Å
ΔE to the lowest compared entry with this formula, charge and spin: 1.4782 eV
LUMO: 0.31 eV
SMILES: [H]/N=C(\N)OC(=O)C=O
Multiplicity: 1



2.
The following is a quantum chemistry calculation of a 2-piece molecular cluster, C2H3O2S2 overall at a distorted geometry, from the Open Molecules 2025 dataset.

XYZ file:
```
9
Properties=species:S:1:pos:R:3:forces:R:3
C -0.5399 -0.8716 -0.2868 -0.6 0.6 1.2
C -0.6588 0.4454 -0.1165 -2.6 -2.5 0.8
O -2.3537 2.1932 1.0926 -0.3 -0.4 0.7
O -2.3606 1.7588 -1.2856 -1.0 -0.1 -0.5
S -3.8411 -1.5069 0.3044 0.3 1.1 0.0
S -2.3960 1.1619 0.0560 1.7 -0.6 -0.8
H 0.3231 -1.4169 -0.4908 2.2 -0.1 -0.5
H -1.2503 -1.6557 -0.0032 -1.0 1.1 -0.5
H 0.0225 1.2312 -0.0246 1.2 0.9 -0.5
```
Forces are in eV/Å.

Computed properties:
Charge: -1
F_max: 3.695 eV/Å
ΔE to the lowest compared entry with this formula, charge and spin: 4.3524 eV
LUMO (alpha / beta): 1.93 / 2.60 eV
Multiplicity: 1



3.
The following is a quantum chemistry calculation of one molecule with the formula C4H8O3, from the Open Molecules 2025 dataset.

XYZ file:
```
15
Properties=species:S:1:pos:R:3:forces:R:3
C -2.1515 1.3271 0.0731 -0.3 0.2 0.0
O -1.1816 0.3517 0.4443 0.3 -0.1 -0.2
C -0.4350 -0.1012 -0.5994 -0.1 0.2 -0.3
O -0.8836 -0.2967 -1.6987 0.5 0.1 0.6
C 1.0241 -0.1353 -0.1283 0.0 0.4 0.4
C 1.3250 -1.2579 0.8603 0.1 -0.1 0.1
O 1.9546 -0.0063 -1.1601 0.1 -0.4 -0.3
H -1.6429 2.1695 -0.4171 -0.2 -0.2 0.0
H -2.5709 1.6707 1.0164 -0.2 0.0 -0.2
H -2.9139 0.9098 -0.5921 0.1 0.1 0.2
H 1.1307 0.8152 0.4128 -0.2 -0.2 0.0
H 0.5433 -1.3124 1.6239 0.1 0.0 -0.1
H 2.2778 -1.0230 1.3419 -0.1 -0.1 0.0
H 1.4139 -2.2478 0.3892 -0.1 0.3 -0.1
H 2.1100 -0.8635 -1.5664 -0.1 -0.1 -0.1
```
Forces are in eV/Å.

Computed properties:
F_max: 0.788 eV/Å
ΔE to the lowest compared entry with this formula, charge and spin: 1.2283 eV
LUMO: 0.86 eV
SMILES: COC(=O)[C@@H](C)O
Multiplicity: 1



4.
The following is a quantum chemistry calculation of one molecule with the formula C3H4O2 at a distorted geometry, from the Open Molecules 2025 dataset.

XYZ file:
```
9
Properties=species:S:1:pos:R:3:forces:R:3
C -0.6683 0.3227 0.5416 3.2 -1.7 -2.0
O 0.0000 1.4598 0.0809 1.9 1.9 -0.6
C 1.1871 0.6695 -0.4211 -4.6 -1.0 1.8
O 1.6757 -0.0634 0.6158 -0.2 -1.0 -0.5
C 0.4297 -0.5618 -0.0714 1.1 2.6 1.2
H -1.5340 0.1261 0.0219 -2.5 0.0 -0.7
H -0.6309 0.1484 1.5555 -0.7 0.2 2.5
H 1.6778 1.0046 -1.2696 1.2 0.8 -1.1
H 0.3209 -1.4954 -0.5025 0.6 -1.8 -0.6
```
Forces are in eV/Å.

Computed properties:
F_max: 5.001 eV/Å
ΔE to the lowest compared entry with this formula, charge and spin: 3.4355 eV
LUMO: 1.08 eV
SMILES: C1O[C@H]2O[C@@H]12
Multiplicity: 1



5.
The following is a quantum chemistry calculation of a 14-piece molecular cluster, C39H84Cl3IN14O33S overall at a distorted geometry, from the Open Molecules 2025 dataset.

XYZ file:
```
175
Properties=species:S:1:pos:R:3:forces:R:3
C 7.7477 3.4490 -3.7398 0.1 0.2 0.0
C 6.6702 3.9028 -4.7223 0.1 -0.1 0.0
C 5.5184 2.9125 -4.9039 0.1 0.2 0.2
C 4.6942 2.7114 -3.6362 -0.1 0.1 0.0
C 3.6188 1.6483 -3.8047 0.1 -0.1 -0.2
O 2.5390 1.9122 -2.9238 0.1 -0.1 0.1
C 1.9352 0.8250 -2.2245 0.1 0.1 -0.4
C 1.4924 -0.2356 -3.2702 -0.1 0.0 0.1
C 0.4609 -1.3056 -2.8621 0.1 -0.1 -0.3
C -0.9320 -1.0630 -3.4387 0.0 0.1 0.2
C -1.8246 -2.2911 -3.4358 -0.2 0.1 0.0
O -1.8904 -2.9216 -2.1538 0.1 0.0 0.0
C 0.7443 1.4450 -1.4903 -0.2 -0.3 0.3
O -0.0749 2.1630 -2.4098 0.2 0.1 -0.1
C -0.8630 3.2409 -1.9508 -0.3 0.7 0.1
C -1.8000 2.8366 -0.7828 0.0 -0.1 0.2
C -2.3143 1.3886 -0.8205 0.0 -0.1 0.4
C -3.8249 1.2376 -0.6153 0.2 0.2 0.1
C -4.2595 1.2918 0.8496 0.0 0.2 0.0
S -4.1502 -0.2521 1.7211 0.3 0.3 0.0
O -2.7824 -0.6504 1.7835 0.0 -0.2 0.0
O -4.9719 -0.2079 2.8868 0.1 -0.1 0.0
Cl -5.0571 -1.5466 0.4185 -0.2 -0.2 0.0
C -0.0181 4.4564 -1.4799 0.0 -0.3 -0.1
Cl 1.6924 4.2205 -1.3599 0.0 0.5 0.0
C -0.4522 5.6677 -1.1538 0.0 0.3 0.2
C 0.4437 6.7956 -0.7252 0.0 0.0 -0.1
Cl -2.1310 6.0890 -1.2101 -0.1 0.0 0.0
N -1.6346 3.6921 -3.1266 0.1 -0.9 -0.5
C -0.8936 3.7667 -4.3608 0.3 0.5 1.0
C 0.1515 4.8485 -4.4226 0.0 0.0 -0.1
O -1.1587 3.0811 -5.3020 -0.4 -0.2 -0.8
C -3.0037 3.2016 -3.3100 0.4 -0.2 -0.1
C -3.3063 1.8763 -3.9580 -0.1 0.0 -0.2
O -3.8866 3.9131 -2.9391 -0.5 0.3 0.4
C 2.9453 0.2188 -1.2257 -0.2 -0.1 0.2
I 3.8837 1.7860 -0.0561 0.2 -0.1 0.2
C 2.4293 -0.8776 -0.2748 0.2 -0.1 0.1
C 2.7784 -2.2912 -0.7699 0.0 0.0 0.0
H 8.5569 4.1819 -3.6988 0.0 0.0 0.0
H 7.3780 3.3371 -2.7186 0.0 -0.1 -0.1
H 8.1923 2.5024 -4.0571 -0.1 0.0 0.1
H 6.2702 4.8754 -4.4105 0.0 0.0 0.0
H 7.1467 4.0665 -5.6935 -0.1 0.0 0.0
H 4.8480 3.3065 -5.6746 0.1 -0.2 -0.1
H 5.9274 1.9541 -5.2431 -0.1 0.0 -0.1
H 5.3335 2.4597 -2.7865 -0.1 0.0 0.0
H 4.1798 3.6490 -3.3893 0.1 0.0 0.0
H 4.0481 0.6559 -3.6380 0.0 0.0 0.0
H 3.2539 1.6642 -4.8411 -0.1 0.0 0.1
H 1.1047 0.3343 -4.1200 0.0 0.0 0.1
H 2.3932 -0.7413 -3.6244 0.0 0.1 0.0
H 0.8005 -2.2780 -3.2311 0.0 0.0 0.1
H 0.3968 -1.3925 -1.7784 0.0 -0.2 -0.1
H -1.4361 -0.3019 -2.8420 0.0 0.1 -0.1
H -0.8593 -0.6521 -4.4502 -0.1 -0.1 0.0
H -1.4797 -3.0507 -4.1381 0.0 0.0 0.1
H -2.8376 -1.9905 -3.7349 0.1 -0.1 -0.2
H -1.9980 -2.2330 -1.4887 0.0 0.0 0.0
H 0.1648 0.6347 -1.0421 -0.1 0.0 0.0
H 1.0951 2.0779 -0.6735 0.0 -0.2 -0.1
H -1.2480 3.0045 0.1455 0.0 0.0 -0.1
H -2.6382 3.5316 -0.7551 0.1 0.1 -0.1
H -1.8176 0.8266 -0.0246 0.0 -0.1 -0.1
H -2.0234 0.9065 -1.7467 -0.1 0.2 -0.1
H -4.3577 2.0470 -1.1215 0.0 -0.1 -0.1
H -4.1530 0.2915 -1.0444 -0.1 0.1 -0.1
H -5.2797 1.6503 0.9863 0.0 -0.1 0.0
H -3.5940 1.9188 1.4550 -0.1 0.0 0.0
H 1.2528 6.9334 -1.4467 0.0 0.0 0.1
H 0.8987 6.5833 0.2449 0.0 0.0 0.0
H -0.1238 7.7203 -0.6652 0.0 0.0 0.1
H 1.0583 4.5437 -3.8991 0.0 0.0 0.0
H -0.2322 5.7641 -3.9728 0.1 0.0 0.0
H 0.3740 5.0257 -5.4738 0.1 -0.1 0.1
H -2.4661 1.4660 -4.4988 0.1 -0.1 0.1
H -4.1370 2.0415 -4.6465 0.1 0.0 0.0
H -3.6585 1.1771 -3.1981 0.0 0.1 0.0
H 3.7795 -0.2031 -1.7847 0.0 0.2 0.0
H 2.8962 -0.7403 0.6997 -0.1 -0.1 0.0
H 1.3572 -0.7855 -0.0987 0.0 0.1 0.0
H 2.8865 -2.3232 -1.8561 -0.1 0.0 0.0
H 2.0045 -3.0098 -0.4971 0.1 0.0 0.0
H 3.7268 -2.6146 -0.3355 -0.1 0.0 -0.1
C 6.6802 -0.8716 2.7477 0.1 0.0 -0.1
N 5.5871 -1.3732 1.8750 -0.1 0.1 0.0
O 5.7744 -1.3931 0.6768 0.0 0.0 -0.1
O 4.5587 -1.7241 2.4208 0.0 0.0 0.0
H 7.5163 -0.5976 2.1153 0.0 0.0 0.0
H 6.2898 -0.0215 3.2983 0.0 0.0 0.0
H 6.9342 -1.6709 3.4367 0.0 0.0 0.0
C 5.2724 -1.9040 7.2129 -0.1 0.0 -0.1
N 5.3249 -0.6622 6.3937 0.0 0.0 0.0
O 4.3511 0.0536 6.3706 0.0 0.0 0.0
O 6.3628 -0.4508 5.7899 0.0 0.0 0.1
H 4.3027 -1.9581 7.6887 0.0 0.0 0.0
H 5.4433 -2.7343 6.5324 0.0 0.0 0.0
H 6.0689 -1.8400 7.9474 0.0 0.0 0.0
C 7.0631 4.1405 2.3155 0.0 0.0 0.0
N 8.0450 3.4185 1.4639 0.0 -0.1 -0.1
O 7.5957 2.6520 0.6299 0.1 0.1 0.0
O 9.2229 3.6302 1.6514 0.0 0.0 0.0
H 6.0737 3.8269 2.0146 0.0 0.0 0.0
H 7.2638 3.8736 3.3490 0.0 0.0 0.0
H 7.2182 5.2035 2.1565 0.0 0.0 0.0
C -7.9642 -0.1860 3.6253 0.1 0.0 0.2
N -8.9833 0.5248 4.4474 0.0 0.1 -0.2
O -8.6598 0.9544 5.5295 0.0 -0.1 0.0
O -10.0869 0.6407 3.9436 0.0 0.0 0.1
H -7.0274 -0.2107 4.1649 0.0 0.0 0.0
H -8.3510 -1.1835 3.4382 0.0 0.0 0.0
H -7.8689 0.3624 2.6924 0.0 0.0 0.0
C 3.5090 -5.3041 9.7528 0.0 0.0 -0.1
N 3.6976 -3.9315 10.3012 0.0 0.0 0.0
O 4.5243 -3.2205 9.7605 0.0 0.0 0.1
O 3.0164 -3.6110 11.2486 0.0 0.0 0.0
H 4.1786 -5.4214 8.9102 0.0 0.0 0.0
H 3.7357 -6.0046 10.5507 0.0 0.0 0.0
H 2.4666 -5.3893 9.4609 0.0 0.0 0.1
C 5.2191 5.2147 -1.3384 -0.1 0.0 0.1
N 5.7532 5.9087 -0.1378 0.0 0.0 0.0
O 4.9806 6.1464 0.7730 0.0 0.0 0.0
O 6.9331 6.1893 -0.1324 0.0 0.0 0.0
H 4.1663 5.0281 -1.1648 0.1 0.0 0.0
H 5.3781 5.8687 -2.1914 0.1 0.0 0.0
H 5.7713 4.2861 -1.4529 0.0 0.1 0.0
C 8.5128 -4.3138 8.3482 0.1 0.0 -0.1
N 7.3421 -4.7147 7.5207 -0.1 0.0 0.0
O 7.3961 -4.5331 6.3237 0.0 0.0 0.0
O 6.3931 -5.1897 8.1129 0.1 0.0 0.0
H 9.2677 -3.9035 7.6888 0.0 0.0 0.0
H 8.1580 -3.5812 9.0674 0.0 0.0 0.0
H 8.8620 -5.2037 8.8628 0.0 0.0 0.0
C 2.9966 5.6217 3.4435 -0.1 0.0 0.1
N 3.4444 4.3349 4.0472 0.0 0.0 -0.1
O 2.9711 3.9978 5.1076 0.0 0.0 0.0
O 4.2687 3.7068 3.4101 -0.1 -0.1 0.1
H 2.2689 6.0714 4.1082 0.0 0.0 0.0
H 3.8778 6.2436 3.3181 0.0 0.0 0.0
H 2.5753 5.3860 2.4705 0.0 0.0 0.0
C -10.6535 1.1329 0.9456 0.0 0.1 0.0
N -10.0533 1.2194 -0.4141 0.0 0.0 0.0
O -8.8925 1.5766 -0.4950 0.0 0.0 0.0
O -10.7556 0.9159 -1.3533 0.0 0.0 0.0
H -9.9065 1.4380 1.6634 0.0 0.0 0.0
H -11.5191 1.7877 0.9700 0.0 0.0 -0.1
H -10.9590 0.1031 1.1017 0.0 0.0 0.0
C -6.2891 -4.7742 -0.2958 0.1 0.0 -0.1
N -6.5203 -5.8850 -1.2618 -0.4 -0.1 0.7
O -6.1630 -5.7265 -2.4077 -2.5 0.5 1.0
O -7.0532 -6.8863 -0.8247 0.1 0.1 -0.1
H -5.8130 -3.9641 -0.8331 0.0 0.0 0.0
H -7.2568 -4.4845 0.1024 0.0 0.0 0.0
H -5.6548 -5.1614 0.4959 0.0 0.0 0.0
C -3.9854 -6.0932 -3.5949 0.8 -0.1 -0.4
N -3.9054 -4.9779 -4.5777 0.3 -0.2 0.1
O -4.8225 -4.1812 -4.6080 -0.1 0.2 -0.1
O -2.9183 -4.9257 -5.2807 -0.1 0.1 -0.1
H -4.9148 -5.9958 -3.0466 1.5 -0.3 -0.8
H -3.9409 -7.0197 -4.1592 0.1 0.0 -0.1
H -3.1196 -6.0023 -2.9456 0.2 0.0 -0.1
C -8.2822 -9.5601 0.1835 0.0 0.0 -0.1
N -8.8782 -10.8430 0.6486 0.0 0.0 0.0
O -8.8103 -11.8040 -0.0883 0.0 0.0 0.0
O -9.3958 -10.8372 1.7473 0.0 0.0 0.0
H -7.8603 -9.7094 -0.8020 0.0 0.0 0.0
H -9.0763 -8.8207 0.1696 0.0 0.0 0.0
H -7.5233 -9.2779 0.9061 0.0 0.0 0.0
C -7.7297 -2.4423 -5.1426 0.0 0.0 -0.1
N -8.4245 -3.7588 -5.1689 0.0 0.0 -0.1
O -8.7081 -4.2324 -6.2490 0.0 0.0 0.1
O -8.6594 -4.2724 -4.0943 0.0 0.0 0.1
H -7.5871 -2.1129 -6.1644 0.0 0.0 0.0
H -8.3581 -1.7583 -4.5803 0.0 0.0 0.0
H -6.7823 -2.5990 -4.6357 0.0 0.0 0.0
```
Forces are in eV/Å.

Computed properties:
F_max: 2.726 eV/Å
LUMO: -0.55 eV
Multiplicity: 1